(1)
Density functional theory data (the ωB97M-V functional and the def2-TZVPD basis) for 2 unconnected molecules or ions with the total composition C4H13N2.

## Properties
Charge: +1
Frontier orbital gap in eV: 10.29
M in Da: 89.16
Electronic energy in eV: -7331.67560
HOMO level in eV: -13.667
Lowest unoccupied orbital energy in eV: -3.4

CARTESIAN COORDINATES (ANGSTROEM)
C -0.010 -1.817 -0.129
N 0.205 -2.520 -1.382
C 1.043 -0.720 -0.040
N 0.847 0.068 1.226
H 0.148 -2.522 0.688
H -1.009 -1.370 -0.023
H -0.309 -3.395 -1.369
H -0.216 -2.004 -2.149
H 0.932 0.000 -0.850
H 2.046 -1.136 -0.042
H 1.588 0.749 1.398
H -0.045 0.596 1.160
H 0.776 -0.535 2.047
C -1.485 2.182 0.285
C -0.470 2.625 -0.444
H -2.285 1.603 -0.161
H -1.641 2.506 1.306
H -0.349 2.352 -1.482
H 0.231 3.340 -0.037



(2)
Density functional theory data (the ωB97M-V functional and the def2-TZVPD basis) for a gas-phase ion, C4H13N2 (charge +1) at a distorted geometry.

## Properties
Charge: +1
Frontier orbital gap in eV: 8.99
M in Da: 89.16
Electronic energy in eV: -7330.54675
HOMO level in eV: -12.703
Lowest unoccupied orbital energy in eV: -3.7

CARTESIAN COORDINATES (ANGSTROEM)
N -2.397 0.718 -0.086
C -1.617 0.192 1.109
C -0.046 0.537 1.131
N 0.539 -0.402 0.342
C 1.596 0.058 -0.608
C 1.980 -1.159 -1.340
H -3.304 0.965 0.318
H -2.467 -0.005 -0.893
H -1.838 1.430 -0.502
H -1.946 0.517 2.172
H -1.699 -0.884 1.239
H 0.253 0.580 2.186
H 0.083 1.444 0.438
H 0.868 -1.189 0.800
H 2.388 0.683 -0.040
H 1.186 0.813 -1.332
H 2.379 -0.875 -2.346
H 2.852 -1.671 -0.869
H 1.189 -1.752 -1.720



(3)
Density functional theory data (the ωB97M-V functional and the def2-TZVPD basis) for 2 unconnected molecules or ions with the total composition C4H13N2 at a distorted geometry.

## Properties
Charge: +2
<S²>: 0.754
Frontier orbital gap (spin up / spin down) in eV: 10.32 / 5.57
M in Da: 89.16
Spin multiplicity: 2
Electronic energy in eV: -7318.50323
HOMO level (spin up / spin down) in eV: -18.386 / -18.384
Lowest unoccupied orbital energy (spin up / spin down) in eV: -8.1 / -12.8

CARTESIAN COORDINATES (ANGSTROEM)
C 0.096 2.678 -0.505
C 0.309 1.278 -0.982
C 1.460 0.629 -0.975
N 1.487 -0.828 -1.333
H 0.959 3.318 -0.663
H -0.788 3.091 -0.975
H -0.061 2.655 0.580
H -0.592 0.733 -1.253
H 2.420 1.013 -0.672
H 0.893 -0.985 -2.153
H 2.426 -1.159 -1.574
H 1.147 -1.431 -0.583
C -1.934 -1.456 1.739
N -0.549 -1.785 1.627
H -2.444 -1.665 0.781
H -2.052 -0.430 2.079
H -2.428 -2.102 2.489
H -0.400 -2.566 0.983
H 0.049 -0.987 1.390



(4)
Density functional theory data (the ωB97M-V functional and the def2-TZVPD basis) for 2 unconnected molecules or ions with the total composition C4H13N2O at a distorted geometry.

## Properties
Charge: -1
Frontier orbital gap in eV: 7.41
M in Da: 105.16
Electronic energy in eV: -9386.32355
HOMO level in eV: -3.116
Lowest unoccupied orbital energy in eV: 4.3

CARTESIAN COORDINATES (ANGSTROEM)
C -2.397 0.417 -0.642
N -1.193 -0.029 -1.339
C -0.375 1.090 -1.745
N 0.936 0.680 -2.233
H -3.049 -0.452 -0.550
H -2.173 0.827 0.352
H -2.889 1.182 -1.244
H -0.620 -0.596 -0.715
H -0.161 1.748 -0.887
H -0.871 1.683 -2.524
H 1.365 0.239 -1.408
H 0.792 -0.092 -2.886
C 1.745 -0.792 1.349
O 0.919 -0.378 0.343
C 0.970 -0.916 2.670
H 2.581 -0.066 1.474
H 2.241 -1.757 1.122
H 0.491 0.058 2.809
H 1.534 -1.224 3.554
H 0.152 -1.623 2.499



(5)
Density functional theory data (the ωB97M-V functional and the def2-TZVPD basis) for 2 unconnected molecules or ions with the total composition C4H13N2O at a distorted geometry.

## Properties
Charge: 0
<S²>: 0.753
Frontier orbital gap (spin up / spin down) in eV: 2.71 / 7.22
M in Da: 105.16
Spin multiplicity: 2
Electronic energy in eV: -9381.23803
HOMO level (spin up / spin down) in eV: -2.679 / -7.287
Lowest unoccupied orbital energy (spin up / spin down) in eV: 0.0 / -0.1

CARTESIAN COORDINATES (ANGSTROEM)
C 0.001 -1.358 -0.519
C -0.171 -0.097 -1.294
C 0.841 1.038 -1.331
C 0.616 2.645 0.495
N 1.161 1.586 -0.006
N 0.623 -1.133 0.914
H 0.783 -2.030 -1.025
H -0.919 -1.908 -0.544
H -0.136 -0.521 -2.308
H -1.070 0.407 -1.002
H 1.917 0.880 -1.729
H 0.403 1.954 -1.954
H -0.184 3.330 0.107
H 1.092 3.126 1.353
H 1.559 -0.743 0.699
H 0.163 -0.307 1.364
H 0.517 -1.964 1.463
H -2.314 -2.425 1.714
H -2.767 -0.958 1.999
O -2.115 -1.525 1.604



(6)
Density functional theory data (the ωB97M-V functional and the def2-TZVPD basis) for 2 unconnected molecules or ions with the total composition C4H13N2O.

## Properties
Charge: 0
<S²>: 0.751
Frontier orbital gap (spin up / spin down) in eV: 3.52 / 11.04
M in Da: 105.16
Spin multiplicity: 2
Electronic energy in eV: -9384.13296
HOMO level (spin up / spin down) in eV: -2.886 / -10.565
Lowest unoccupied orbital energy (spin up / spin down) in eV: 0.6 / 0.5

CARTESIAN COORDINATES (ANGSTROEM)
C 2.098 -1.405 1.098
C 1.751 0.034 1.376
O 1.467 0.824 0.488
N 1.792 0.417 2.670
H 1.477 -2.097 1.678
H 3.155 -1.596 1.325
H 1.649 1.385 2.911
H 1.924 -0.196 3.457
H 1.936 -1.615 0.038
C -1.523 0.333 -0.786
C -2.829 0.094 -1.498
N -0.396 0.745 -1.682
H -1.596 1.121 -0.043
H -1.157 -0.560 -0.280
H -2.739 -0.722 -2.208
H -3.231 0.927 -2.062
H -0.415 1.750 -1.990
H 0.508 0.581 -1.192
H -0.319 0.178 -2.565
H -3.552 -0.198 -0.735